Density functional theory data (ωB97M-V with the def2-TZVPD basis set) for a 11-piece molecular cluster, C44H121N11O11 overall.

E_LUMO (spin up / spin down)   -0.1004 / -0.3074 hartree
Spin multiplicity   2
Charge   +1
Largest force on an atom   3.3 eV/A
Relative energy (zero: lowest compared OMol25 entry of this formula, charge and spin)   2.023 eV
Gap between HOMO and LUMO (spin up / spin down)   0.26910 / 0.06216 Eh

XYZ file:
```
187
Properties=species:S:1:pos:R:3:forces:R:3:lowdin_charge:R:1
O 7.100 4.183 2.719 1.70 -0.53 0.81 -0.19
O 1.832 0.020 -4.674 0.76 0.20 -0.45 -0.25
O 3.084 -1.761 4.615 -0.07 2.04 -0.24 -0.21
O -1.272 4.618 -0.770 0.43 -1.01 2.09 -0.20
O -0.763 -0.804 -0.258 2.67 -0.87 -1.35 -0.18
O -7.123 2.881 2.781 0.48 0.66 -0.23 -0.16
O -0.530 1.114 4.335 -0.65 -0.36 -0.39 -0.19
O 5.062 -0.265 -2.179 0.40 -0.31 0.40 -0.22
O -5.086 -4.818 -1.856 1.10 -0.99 0.70 -0.18
O 4.033 -4.088 0.309 -0.22 -0.30 -1.06 -0.21
O -6.119 0.437 -3.842 -0.95 1.64 -1.05 -0.20
N 4.561 4.440 1.457 0.42 -0.52 0.33 0.05
N 4.438 2.635 -1.322 0.30 -0.65 -0.27 0.04
N -8.556 -3.617 -2.718 0.64 0.63 1.29 0.03
N -4.123 0.601 5.424 0.01 0.11 0.53 0.06
N 4.948 -7.099 -0.410 -0.09 0.02 -1.01 0.03
N -3.729 4.093 1.921 -1.98 1.94 -0.29 0.33
N -8.613 -2.018 -5.214 0.41 0.88 0.41 0.02
N 2.378 4.762 -0.477 -0.58 -0.16 -0.19 0.06
N 3.252 -3.160 7.959 0.31 1.38 2.09 0.01
N 0.058 -3.005 -5.816 -0.27 -0.19 -0.09 0.02
N 2.329 0.442 -1.995 -1.87 -0.74 0.80 0.07
C 5.197 -1.660 -1.872 0.28 -0.26 1.04 -0.08
C -6.258 -4.040 -1.820 0.25 0.74 0.31 -0.20
C 0.993 4.583 -0.052 0.17 0.40 0.07 -0.43
C -4.108 -4.595 -0.799 -0.16 0.00 -0.43 -0.08
C -5.029 3.587 1.689 0.93 -2.02 0.60 -0.33
C 5.217 -4.837 0.495 0.97 0.31 -0.24 -0.19
C -7.304 -0.336 -3.983 0.46 -0.47 -0.13 -0.19
C 0.050 0.032 -1.125 -0.31 0.22 0.75 -0.14
C 0.529 -1.992 -4.870 -0.02 0.11 -0.15 -0.42
C -7.426 -1.091 -5.302 -2.86 -0.12 -1.57 -0.40
C 1.479 -0.987 -5.593 -1.42 -1.08 1.32 -0.19
C 3.556 -2.978 6.568 -0.89 -2.04 0.41 -0.42
C -7.394 -4.492 -2.755 0.33 -1.36 -1.61 -0.41
C 0.045 4.633 -1.262 0.77 1.16 0.05 -0.18
C 3.739 2.618 2.777 0.11 -0.53 0.71 -0.07
C 4.800 3.674 2.695 0.37 0.61 -0.52 -0.41
C 2.215 0.252 0.357 -1.63 0.34 0.05 -0.06
C -0.634 0.867 2.899 -0.29 0.44 1.48 -0.08
C 3.579 -4.428 6.015 0.14 0.90 -1.29 -0.06
C 1.096 -2.776 -3.653 0.83 1.13 -0.68 -0.04
C -8.120 3.901 2.644 -0.01 0.15 -0.17 -0.07
C 3.748 -3.140 1.312 -0.40 -0.53 0.11 -0.11
C 5.886 0.601 -1.365 0.39 -0.08 -0.34 -0.16
C 6.872 2.959 -1.176 0.27 -0.02 -0.05 -0.05
C 5.360 -5.267 -2.095 0.93 -1.09 1.00 -0.05
C -4.899 2.354 0.789 -0.78 0.30 -0.43 0.01
C 2.397 -0.676 3.922 -0.32 -1.43 0.71 -0.08
C -5.781 3.331 3.027 -2.00 -1.22 0.10 -0.15
C 6.221 3.068 2.846 -0.49 1.22 -0.74 -0.20
C -2.322 4.608 -1.627 -0.19 0.12 -1.96 -0.14
C 8.487 3.738 2.782 -0.51 0.17 -0.32 -0.08
C 2.561 -1.999 5.938 0.56 -1.21 -1.65 -0.18
C -2.946 2.748 5.096 0.14 -0.31 -0.59 -0.04
C -4.957 -0.274 -3.604 -0.46 -0.65 0.88 -0.12
C 1.543 -0.251 -0.934 0.79 0.58 0.35 -0.38
C 5.728 2.077 -1.759 1.13 0.50 0.19 -0.38
C -1.649 0.605 5.112 1.23 -1.10 -0.49 -0.18
C -7.815 -0.154 -6.506 2.03 -0.02 0.91 -0.06
C -6.958 -4.602 -4.216 0.38 -0.02 0.28 -0.06
C 0.722 5.632 1.025 -1.23 0.44 -0.41 -0.06
C 3.119 0.544 -5.036 -0.43 -0.52 0.82 -0.07
C -2.066 -0.422 -0.124 -0.49 0.84 0.52 -0.15
C 5.613 -5.842 -0.663 -0.99 1.33 0.20 -0.41
C -2.987 1.206 4.749 0.00 1.97 0.04 -0.42
H -7.736 -5.035 -4.844 -0.23 0.01 0.14 0.08
H 6.305 2.526 3.788 0.19 0.16 0.33 0.13
H -0.280 -0.104 -2.155 0.23 -0.44 -0.29 0.12
H -5.363 2.469 3.547 0.53 0.05 -0.23 0.11
H 1.625 -2.109 -2.973 -0.59 0.25 0.37 0.04
H -6.119 -5.297 -4.254 0.27 0.34 -0.27 0.08
H 3.927 1.785 2.101 0.10 -0.08 -0.03 0.06
H 9.235 4.528 2.711 -0.69 0.62 -0.18 0.08
H 0.786 3.649 0.471 0.19 -0.70 -0.18 0.11
H -8.592 -2.570 -4.369 0.12 0.04 0.11 -0.01
H 1.917 -3.438 -3.929 -0.36 -0.42 -0.50 0.08
H -9.389 -4.024 -3.117 0.06 -0.33 0.06 0.10
H 3.786 -0.311 -4.927 0.57 0.26 -0.42 0.09
H 2.730 2.979 2.576 0.09 0.25 0.07 0.08
H 2.361 -3.577 8.186 -0.13 0.01 -0.53 0.07
H 0.430 6.586 0.585 0.58 0.30 -0.13 0.08
H -3.931 3.191 5.242 -0.26 -0.27 -0.08 0.05
H 2.699 -2.875 1.181 0.10 0.36 -0.20 0.09
H -5.884 -3.053 -2.096 -0.74 0.68 -0.01 0.11
H 4.997 -1.877 -0.823 -0.18 0.40 0.33 0.06
H 0.171 5.543 -1.849 0.25 0.62 0.27 0.13
H -3.807 4.869 2.564 0.90 0.16 0.84 0.15
H 5.272 5.119 1.226 0.36 0.21 0.54 0.08
H -8.744 0.404 -6.389 -0.16 -0.59 0.12 0.08
H 4.512 -2.340 -2.378 -0.23 0.75 -0.61 0.09
H 7.901 2.682 -1.407 -0.09 -0.76 -0.24 0.08
H -2.548 -0.057 -1.030 0.11 0.20 -0.33 0.08
H 5.672 -6.082 -2.748 -0.37 -0.01 -0.26 0.07
H 6.689 -6.017 -0.667 0.07 0.13 0.52 0.13
H -2.339 5.526 -2.214 -0.48 0.46 0.07 0.10
H 4.345 -4.947 -2.326 0.20 0.15 0.17 0.07
H -1.465 1.489 2.567 0.16 0.16 -0.66 0.06
H 3.298 0.142 0.316 -0.08 -0.38 0.11 0.07
H 4.666 3.750 0.728 -0.30 -0.19 -0.67 0.03
H -8.009 4.517 1.752 0.66 0.23 -0.18 0.09
H -9.109 3.480 2.467 0.25 -0.59 0.46 0.10
H -4.984 0.845 4.956 -0.15 -0.39 -0.70 0.06
H -0.338 -2.589 -6.647 0.21 0.37 -0.36 0.07
H 5.727 0.499 -0.291 -0.81 -0.15 0.28 0.12
H 4.679 4.341 3.549 0.03 0.20 0.00 0.14
H 6.059 -4.154 0.610 0.22 0.34 0.25 0.12
H 1.855 0.238 -2.863 0.44 0.03 -0.41 0.03
H -5.591 4.401 1.231 -0.32 0.62 -0.50 0.19
H 5.759 2.189 -2.843 0.39 -0.49 -0.22 0.13
H 1.589 -1.340 -0.907 0.41 -0.34 -0.43 0.12
H 1.745 -0.190 1.235 0.41 -0.32 0.08 0.05
H 4.570 -2.604 6.428 -0.14 0.46 0.23 0.14
H -3.333 -5.357 -0.882 -0.43 -0.27 -0.12 0.09
H 0.313 1.138 2.432 -0.15 0.26 0.18 0.08
H 0.335 3.894 -2.009 -0.53 -0.94 0.23 0.12
H 5.066 -5.379 1.428 0.45 -0.33 0.15 0.12
H -2.242 3.840 -2.397 -0.03 -0.54 0.00 0.09
H -5.789 4.153 3.743 0.21 0.48 -0.27 0.14
H -3.103 1.049 3.677 -0.19 0.13 -0.11 0.11
H 4.181 3.278 -2.059 -0.02 0.68 0.04 0.08
H -4.319 1.601 1.324 -0.24 -0.15 -0.05 0.09
H -3.256 4.444 -1.091 -0.11 0.20 0.07 0.06
H 4.403 -2.270 1.258 0.06 0.17 -0.03 0.08
H 4.547 -4.869 6.255 0.09 0.02 -0.22 0.07
H 2.909 4.952 0.362 0.34 0.22 0.13 0.01
H 6.484 2.372 2.049 -0.33 -0.36 -0.27 0.10
H -0.777 -3.339 -5.356 -0.13 -0.81 -0.05 0.07
H 3.446 -4.339 4.937 0.16 -0.64 -0.24 0.06
H 0.290 -3.327 -3.168 0.19 0.03 0.12 0.08
H -5.043 -0.533 -2.549 0.55 -0.84 0.31 0.07
H 3.794 -3.551 2.320 0.33 -0.21 0.16 0.08
H 6.846 3.049 -0.090 -0.34 -0.11 0.07 0.05
H 3.807 2.282 3.812 -0.45 -0.57 -0.02 0.08
H -7.675 -5.524 -2.545 0.09 -0.19 0.84 0.13
H 8.757 3.242 3.714 -0.49 -0.34 0.12 0.08
H 2.181 0.178 4.565 0.72 0.30 0.04 0.08
H -5.889 2.014 0.487 0.05 -0.31 0.43 0.10
H -0.850 -0.166 2.625 -0.04 -0.26 0.34 0.09
H -4.412 2.557 -0.164 0.31 0.29 0.14 0.08
H -8.149 4.544 3.525 0.02 0.01 0.06 0.10
H -7.027 0.598 -6.548 0.14 0.25 -0.26 0.06
H 2.803 3.904 -0.796 -0.25 -0.20 -0.17 0.02
H -1.954 0.369 0.618 -1.36 0.51 0.21 0.06
H 2.291 -1.631 -5.932 0.53 0.45 -0.22 0.13
H 2.411 -1.126 6.574 0.26 0.27 -0.19 0.12
H -6.623 -4.040 -0.793 -0.29 0.27 0.24 0.12
H 3.409 1.288 -4.294 -0.15 0.10 -0.15 0.08
H -6.760 -3.603 -4.604 0.51 -0.24 -0.11 0.05
H -7.734 -0.719 -7.434 -0.46 0.06 -0.02 0.07
H 2.021 1.321 0.442 0.08 0.26 -0.10 0.06
H 0.985 -0.448 -6.402 -0.13 -0.60 -0.53 0.13
H 3.945 -3.711 8.445 0.13 0.07 -0.10 0.07
H 2.904 -0.451 2.983 0.30 0.11 0.46 0.06
H -1.658 -0.476 4.976 -0.37 -0.26 -0.27 0.12
H -6.561 -1.698 -5.569 0.53 0.41 0.14 0.11
H 6.867 3.976 -1.567 -0.66 0.10 -0.04 0.08
H -4.255 1.181 6.240 0.16 -0.43 0.90 0.07
H -2.462 3.338 4.318 0.33 -0.01 -0.18 0.06
H 8.671 3.087 1.928 0.05 -0.34 0.04 0.08
H 6.923 0.271 -1.439 0.26 0.16 -0.54 0.13
H -7.355 -1.077 -3.185 -0.05 -0.10 0.36 0.10
H -8.147 0.348 -3.880 0.06 -0.01 -0.02 0.13
H 3.782 1.893 -1.520 -0.76 -0.27 0.32 0.02
H -4.470 -4.566 0.229 -0.82 -0.60 -0.04 0.08
H -0.127 1.093 -0.953 -0.21 0.36 0.52 0.12
H -2.402 2.954 6.018 0.13 -0.22 0.02 0.09
H 1.552 5.746 1.722 -0.02 -0.02 -0.14 0.08
H 1.389 -0.998 3.662 -0.27 -0.40 -0.23 0.07
H 6.194 -2.079 -2.007 0.35 0.47 -0.48 0.09
H 6.152 -4.528 -2.220 -0.51 0.59 -0.25 0.06
H -1.382 0.697 6.165 -0.04 0.60 0.00 0.13
H -3.534 -3.669 -0.809 -0.27 0.62 -0.98 0.06
H -8.732 -3.406 -1.746 -0.53 0.19 0.11 0.08
H 3.254 0.035 -1.998 0.14 -0.12 -0.37 0.03
H 2.841 -5.100 6.452 -0.33 0.38 -0.08 0.07
H 5.371 -7.533 0.398 -0.40 -0.07 0.20 0.07
H -2.678 -1.252 0.228 0.17 -0.03 0.27 0.09
H -4.950 -1.154 -4.246 0.64 -0.17 0.13 0.08
H -4.059 0.338 -3.683 -0.20 0.14 -0.52 0.09
H -3.264 4.389 1.075 1.29 -0.60 -0.40 0.12
H -8.638 -2.647 -6.004 0.08 0.09 -0.15 0.07
H -0.363 -1.461 -4.539 0.12 0.63 0.41 0.12
H 1.606 -2.459 5.684 -0.49 -0.27 0.90 0.12
H -0.183 5.386 1.580 0.05 -0.35 0.29 0.05
H 3.091 0.959 -6.043 0.19 0.00 -0.03 0.10
H 3.999 -6.800 -0.234 -0.40 -0.81 0.39 0.07
```
Positions in Å, forces in eV/Å.